# 1
{
  "formula": "C3H4N2OS",
  "method": "ωB97M-V/def2-TZVPD",
  "elements": ["C", "C", "C", "H", "H", "H", "H", "N", "N", "O", "S"],
  "positions_angstrom": [[-0.853, 0.890, 0.492], [0.636, -1.677, -0.032], [0.325, 1.281, -0.428], [-0.436, 0.541, 1.461], [-1.551, 1.704, 0.724], [1.105, -2.738, 0.056], [0.219, 2.201, -1.007], [-0.561, -1.707, -0.350], [1.333, 0.545, -0.694], [1.465, -0.606, 0.162], [-1.682, -0.434, -0.384]],
  "homo_ev": -8.556,
  "lumo_ev": 0.70,
  "charge": 0
}


# 2
{
  "formula": "C8H12I2O",
  "method": "ωB97M-V/def2-TZVPD",
  "elements": ["C", "C", "C", "C", "C", "C", "C", "C", "O", "I", "I", "H", "H", "H", "H", "H", "H", "H", "H", "H", "H", "H", "H"],
  "positions_angstrom": [[0.448, 0.843, -1.458], [0.699, -0.155, -0.270], [-0.081, -1.401, -0.279], [-1.391, -1.008, 0.343], [0.198, 0.466, 1.032], [-0.999, 1.059, -1.713], [0.633, -2.525, 0.642], [0.279, 1.920, 1.381], [-1.186, 0.037, 1.161], [-1.804, -0.241, -3.240], [-1.771, 3.054, -2.067], [0.923, 1.832, -0.976], [0.954, 0.437, -2.341], [1.757, -0.315, -0.248], [-0.285, -1.812, -1.353], [-2.229, -1.590, 0.543], [0.581, -0.003, 1.913], [1.580, -2.788, 0.161], [-0.008, -3.284, 0.804], [0.994, -1.951, 1.572], [-0.094, 2.263, 2.346], [-0.404, 2.732, 0.902], [1.205, 2.429, 1.143]],
  "homo_ev": [-6.580, -8.054],
  "lumo_ev": [-0.85, 0.00],
  "charge": 0
}


# 3
{
  "formula": "C18H27NO2",
  "method": "ωB97M-V/def2-TZVPD",
  "elements": ["C", "C", "H", "H", "C", "C", "C", "C", "C", "C", "C", "H", "H", "O", "C", "C", "N", "C", "O", "C", "C", "C", "C", "C", "C", "H", "H", "H", "H", "H", "H", "H", "H", "H", "H", "H", "H", "H", "H", "H", "H", "H", "H", "H", "H", "H", "H", "H"],
  "positions_angstrom": [[-4.410, -2.628, -0.113], [-5.267, -1.639, -0.891], [-6.241, -2.087, -1.100], [-4.787, -1.419, -1.847], [-5.479, -0.327, -0.122], [-4.184, 0.406, 0.081], [-3.513, 0.365, 1.297], [-2.303, 1.006, 1.464], [-1.728, 1.712, 0.408], [-2.393, 1.766, -0.810], [-3.605, 1.116, -0.961], [-4.112, 1.169, -1.914], [-1.981, 2.312, -1.645], [-0.527, 2.306, 0.674], [0.156, 2.962, -0.375], [1.528, 3.371, 0.170], [2.264, 2.213, 0.615], [3.082, 1.524, -0.223], [3.428, 1.958, -1.301], [3.507, 0.169, 0.325], [2.399, -0.843, 0.001], [2.782, -2.233, 0.497], [4.099, -2.679, -0.130], [5.205, -1.678, 0.189], [4.826, -0.284, -0.299], [4.715, -0.283, -1.385], [5.611, 0.431, -0.048], [6.138, -1.991, -0.283], [5.369, -1.652, 1.269], [3.977, -2.750, -1.213], [4.372, -3.669, 0.242], [1.989, -2.943, 0.249], [2.885, -2.215, 1.585], [2.255, -0.870, -1.082], [1.456, -0.530, 0.457], [3.621, 0.240, 1.413], [1.874, 1.735, 1.413], [2.107, 3.846, -0.624], [1.403, 4.059, 1.008], [-0.399, 3.849, -0.708], [0.295, 2.282, -1.225], [-1.782, 0.975, 2.408], [-3.943, -0.177, 2.127], [-5.934, -0.550, 0.845], [-6.170, 0.303, -0.687], [-4.879, -2.874, 0.838], [-3.428, -2.206, 0.087], [-4.281, -3.548, -0.679]],
  "homo_ev": -8.423,
  "lumo_ev": 0.77,
  "charge": 0
}


# 4
{
  "formula": "H3O2",
  "method": "ωB97M-V/def2-TZVPD",
  "elements": ["O", "H", "O", "H", "H"],
  "positions_angstrom": [[-0.941, -0.625, 0.316], [-1.520, 0.111, 0.594], [0.866, 0.534, -0.658], [1.503, 0.031, -0.102], [0.092, -0.051, -0.151]],
  "homo_ev": [-11.957, -11.589],
  "lumo_ev": [0.99, -3.40],
  "s2": 0.7587,
  "charge": 0,
  "multiplicity": 2
}


# 5
{
  "formula": "C2H3N3O2",
  "method": "ωB97M-V/def2-TZVPD",
  "elements": ["N", "C", "N", "O", "C", "O", "N", "H", "H", "H"],
  "positions_angstrom": [[-1.731, -0.160, -0.075], [-0.621, -0.802, 0.373], [-0.131, -1.327, 1.404], [0.426, -1.348, -0.201], [1.823, 0.636, -0.239], [2.810, 0.061, -0.464], [0.776, 1.248, -0.048], [-1.621, 0.232, -1.000], [-2.545, -0.751, 0.012], [0.814, 2.212, 0.240]],
  "homo_ev": -9.627,
  "lumo_ev": 0.56,
  "charge": 0
}


# 6
{
  "formula": "C5H14N2S",
  "method": "ωB97M-V/def2-TZVPD",
  "elements": ["C", "N", "C", "C", "S", "C", "N", "C", "H", "H", "H", "H", "H", "H", "H", "H", "H", "H", "H", "H", "H", "H"],
  "positions_angstrom": [[0.965, -0.175, -0.750], [-0.086, 0.601, -0.109], [0.510, 1.504, 0.971], [-0.170, 1.280, 2.279], [-0.832, 2.888, 2.933], [0.304, -1.393, -1.505], [-0.858, -0.686, -2.221], [-0.056, -2.345, -0.390], [1.529, 0.283, -1.573], [1.757, -0.538, -0.083], [-0.747, 1.169, -0.822], [0.512, 2.512, 0.500], [1.571, 1.535, 0.797], [-1.023, 0.643, 2.253], [0.562, 0.757, 2.875], [0.835, -1.795, -2.309], [-1.514, 3.521, 1.915], [-1.403, -0.253, -1.617], [-1.386, -1.386, -2.800], [0.762, -2.937, 0.012], [-0.484, -2.134, 0.581], [-0.749, -3.054, -0.937]],
  "homo_ev": -8.635,
  "lumo_ev": 0.93,
  "charge": 0
}


Respective energy above the lowest of the compared OMol25 structures with the same formula, charge and spin values: 82.8, 30.3, 3.3, 13.7, 91.7, 63.7 kcal/mol.
Respective E_tot values: -19035.45723, -26734.36869, -24690.41525, -4140.36410, -10684.47992, -19224.53597 eV.